Entry 1:
ORCA calculation (ωB97M-V/def2-TZVPD) on C2HClF2 in the gas phase in a non-equilibrium geometry.

ΔE to the lowest compared entry with this formula, charge and spin ... 115.5 kJ/mol
HOMO-LUMO gap ... 10.25 eV
Spin multiplicity ... 1
E_HOMO ... -9.5 eV

Cartesian coordinates (Å):
Cl1 -0.5142 -1.4442 1.5149
F1 1.1826 -0.8215 -1.1467
F2 0.1598 1.3109 -1.2310
C1 -0.3982 0.0478 0.5884
C2 0.3356 0.0233 -0.6440
H1 -0.7656 0.8837 0.9185

---

Entry 2:
ORCA calculation (ωB97M-V/def2-TZVPD) on a molecular structure, C65H144AsF6N5OP3 in a non-equilibrium geometry.

Charge ... +5
HOMO-LUMO gap ... 10.25 eV
Spin multiplicity ... 1
E_HOMO ... -17.6 eV

Cartesian coordinates (Å):
As1 1.8000 -2.9730 0.2868
P1 5.6734 -1.1150 -5.9879
P2 -6.1884 3.7847 -6.7772
P3 -2.7100 3.7564 9.5920
F1 3.2524 -2.0165 -0.2286
F2 2.8257 -3.7326 1.5947
F3 0.4042 -4.0522 0.6975
F4 0.8863 -2.3346 -1.1238
F5 2.3626 -4.3436 -0.6945
F6 1.2294 -1.7183 1.4699
O1 7.0858 -1.8879 3.0357
N1 3.4473 -9.1152 4.2613
N2 8.9281 -3.7282 4.5407
N3 -4.6447 -3.5735 -0.7158
N4 3.6785 -9.3346 2.1180
N5 -5.7941 -3.0434 1.1729
C1 10.2945 -4.1477 5.0028
C2 1.6602 -3.5790 -7.6828
C3 -7.7946 5.8121 -5.5040
C4 -0.9170 3.0784 7.4580
C5 4.0995 3.4242 -4.9512
C6 -5.9370 3.6459 8.1166
C7 -3.9244 0.9909 -9.4545
C8 9.6370 -3.3707 -8.8621
C9 -5.7263 -2.7574 -1.0516
C10 8.6590 1.1400 -3.9692
C11 -1.4437 4.9295 11.9714
C12 -10.1785 5.2080 -6.5568
C13 -7.9833 2.7267 -8.7915
C14 2.8094 -8.8373 3.0604
C15 2.6974 -2.6780 -6.9118
C16 -5.6184 3.3765 -5.1299
C17 8.3440 -2.8835 5.6982
C18 -6.5239 -2.5743 0.0743
C19 8.4846 -2.3751 -8.7607
C20 -4.5225 4.2182 -4.4960
C21 -4.0811 1.3130 -7.9516
C22 -4.2424 3.7560 -3.0326
C23 8.0466 -4.9764 4.3273
C24 3.5609 -9.1433 0.7131
C25 -0.3516 4.5981 5.4902
C26 -2.7426 -0.7112 11.9021
C27 9.1446 -2.8841 3.2189
C28 -4.7051 -3.7207 0.6316
C29 -7.4417 2.5873 -7.2806
C30 -6.0619 -2.8258 2.6134
C31 3.5913 0.8203 -5.1360
C32 6.5532 -1.4499 -7.5443
C33 -3.7219 0.4371 12.1937
C34 7.9058 0.5644 -5.1591
C35 -3.6306 2.7375 -7.6104
C36 -4.2401 4.8304 9.8008
C37 -3.4651 1.8620 11.6163
C38 -3.0610 1.9473 10.1198
C39 -1.1972 4.3478 10.5310
C40 4.3247 1.9953 -4.3969
C41 3.8617 -7.8626 6.4176
C42 7.6328 -2.5481 -7.5448
C43 -2.2795 3.7402 7.7807
C44 -0.4617 6.0135 12.2412
C45 7.9693 -2.6564 2.3385
C46 -4.7511 3.7929 -7.8738
C47 7.7747 1.9601 -3.0671
C48 -6.9660 5.3349 -6.7805
C49 0.9896 5.4498 12.2898
C50 4.5013 0.2572 -6.3023
C51 4.7500 -2.5423 -5.3638
C52 -5.6145 4.0955 9.5749
C53 -9.6095 1.7205 -10.5622
C54 -3.6338 2.3259 -2.9250
C55 3.9173 -3.3984 -6.3570
C56 -3.7023 -4.1648 -1.6466
C57 4.7965 -9.8949 2.6932
C58 -5.2987 -1.6265 3.2771
C59 -9.0763 5.0891 -5.4600
C60 4.6530 -9.7334 4.0285
C61 7.0307 -0.6276 -4.8058
C62 -0.6062 3.1427 5.9665
C63 -5.9374 4.8521 7.1062
C64 -9.2513 1.8650 -9.1042
C65 2.9948 -8.9074 5.6091
H1 -7.6111 5.3550 -7.6589
H2 -4.2732 5.3801 10.7414
H3 -5.3001 -1.7090 4.3639
H4 -4.3255 1.5128 -3.1453
H5 -5.8011 3.3019 10.2985
H6 3.3930 0.0784 -4.3624
H7 -2.4358 5.3518 12.1312
H8 9.6893 -1.9751 3.4741
H9 -6.8995 3.1348 8.1372
H10 8.6921 0.2658 -5.8523
H11 3.0825 3.6119 -4.6068
H12 -3.2734 1.9837 -1.9549
H13 -5.6204 -3.6969 3.0975
H14 2.0918 -2.0649 -6.2444
H15 4.0166 2.0595 -3.3533
H16 -3.7298 0.5680 13.2758
H17 1.1055 4.9896 13.2711
H18 -5.1313 3.8350 -2.4066
H19 -5.9686 -2.4673 -2.0633
H20 -3.6179 4.0644 -5.0842
H21 8.1820 -5.6045 5.2078
H22 -0.0660 3.5692 7.9302
H23 3.6251 -4.3723 -5.9644
H24 4.9327 -7.9647 6.2429
H25 -2.8123 2.1814 -3.6268
H26 1.6505 6.3145 12.3501
H27 -2.2005 1.3459 9.8264
H28 -10.3666 6.2497 -6.8168
H29 -4.5792 0.2104 -9.8421
H30 8.4452 -5.4731 3.4427
H31 -6.3343 4.8498 9.8926
H32 7.7093 -1.4627 -4.6316
H33 -1.7965 -0.3800 12.3301
H34 -3.0766 -3.3585 -2.0290
H35 -7.2905 -1.8446 0.2896
H36 3.7187 -6.8920 5.9426
H37 -7.0930 -3.0970 2.8399
H38 0.3902 5.0331 6.1600
H39 9.1491 -4.3132 -9.1108
H40 4.1598 -2.1934 -4.5164
H41 -2.7894 3.0919 -8.2061
H42 5.3967 1.8384 -4.2767
H43 -4.1631 5.6190 9.0523
H44 -2.9352 -1.7338 12.2268
H45 5.5080 -3.2083 -4.9516
H46 -3.0542 3.1806 7.2565
H47 10.7251 -4.7873 4.2323
H48 7.3474 -2.5403 5.4204
H49 -5.6673 -0.6399 2.9961
H50 -6.0498 5.7374 7.7321
H51 -0.7683 5.1644 9.9503
H52 10.1382 -4.7336 5.9086
H53 -5.0471 5.1016 6.5290
H54 7.0069 -4.6509 4.3600
H55 3.8836 -0.0865 -7.1320
H56 9.3623 1.8988 -4.3122
H57 8.9664 -1.4092 -8.6090
H58 -0.5032 3.5115 10.6155
H59 1.9384 -8.6397 5.5904
H60 -3.2976 2.6948 -6.5734
H61 7.2701 1.3091 -5.6381
H62 -3.5718 4.4781 -2.5668
H63 -5.2815 2.3434 -5.2165
H64 -3.7857 1.6066 9.3803
H65 -0.9518 2.0085 7.6632
H66 -4.7314 0.1161 11.9367
H67 9.7828 -3.5392 2.6258
H68 -8.9691 4.0281 -5.2342
H69 3.0433 -1.8836 -7.5731
H70 -10.2906 0.8870 -10.7336
H71 -4.9302 3.8230 -8.9485
H72 -8.7497 1.4578 -11.1785
H73 -9.4608 5.4173 -4.4943
H74 4.7812 4.1584 -4.5220
H75 9.2280 0.3495 -3.4798
H76 -4.3278 2.4908 11.8362
H77 -8.2587 2.7340 -6.5742
H78 -1.3836 2.5587 5.4737
H79 6.4692 -0.5220 -3.8776
H80 -8.9883 0.8850 -8.7059
H81 -2.4185 4.7605 7.4235
H82 10.8264 -3.2274 5.2443
H83 10.2180 -3.4613 -7.9444
H84 5.3472 -9.8687 4.8446
H85 -10.0368 2.3587 -8.5322
H86 -5.4039 2.7952 7.6921
H87 6.8929 1.4829 -2.6396
H88 3.7313 -7.8522 7.4997
H89 5.5734 -10.2780 2.0481
H90 -4.2545 -1.5676 2.9700
H91 0.7752 -2.9908 -7.9254
H92 2.6343 -8.6424 0.4329
H93 4.5882 -3.5792 -7.1968
H94 5.0509 1.0980 -6.7254
H95 3.6803 -10.0623 0.1393
H96 -4.0161 1.9386 -9.9851
H97 -9.9704 4.6179 -7.4493
H98 0.2512 2.5151 5.7233
H99 -0.5630 6.3513 13.2725
H100 0.0637 4.5530 4.4834
H101 8.2712 -2.3044 -6.6956
H102 3.0955 -9.8797 6.0913
H103 -6.5135 3.4312 -4.5103
H104 8.2955 -2.3044 1.3598
H105 -7.1783 2.4306 -9.4641
H106 4.1077 3.4658 -6.0404
H107 -2.9198 0.7523 -9.8038
H108 -2.5256 -0.7613 10.8351
H109 -3.0601 -4.9419 -1.2321
H110 7.6056 -3.6293 2.0078
H111 6.9135 -0.4834 -7.8965
H112 2.6128 0.9938 -5.5839
H113 8.9132 -1.9816 5.9233
H114 7.2847 -3.5667 -7.3730
H115 -4.1816 -4.6236 -2.5114
H116 -3.9725 -4.2994 1.1746
H117 1.9139 -3.9827 -8.6630
H118 -1.2674 5.1762 5.3671
H119 -7.9195 6.8801 -5.6821
H120 -7.1950 1.5579 -7.0205
H121 7.4518 2.7282 -3.7699
H122 7.8874 -2.3310 -9.6715
H123 -0.5988 6.7996 11.4987
H124 10.2607 -3.0251 -9.6866
H125 -5.0644 1.0120 -7.5901
H126 -4.3136 4.7775 -7.7087
H127 -1.5225 4.1364 12.7150
H128 1.2931 4.7579 11.5042
H129 -3.4695 0.5184 -7.5243
H130 1.8870 -8.2899 2.9339
H131 -6.1518 6.0499 -6.8987
H132 -4.7065 5.2923 -4.4743
H133 6.2639 -1.9488 2.5434
H134 4.3802 -8.5169 0.3604
H135 -2.6715 2.2919 12.2275
H136 -7.2406 5.8001 -4.5653
H137 -8.3314 3.7569 -8.8658
H138 5.7255 -1.6658 -8.2199
H139 8.4009 2.4486 -2.3205
H140 8.4429 -3.5388 6.5636
H141 -11.1277 4.7451 -6.2867
H142 -6.8603 4.8003 6.5286
H143 1.1664 -4.3727 -7.1222
H144 -9.8944 2.7283 -10.8644

---

Entry 3:
ORCA calculation (ωB97M-V/def2-TZVPD) on 5 unconnected molecules or ions with the total composition C46H41FN2O20 in a non-equilibrium geometry.

HOMO-LUMO gap ... 6.16 eV
Spin multiplicity ... 1
E_HOMO ... -8.3 eV

Cartesian coordinates (Å):
F1 -3.6763 -0.9409 3.5837
O1 -0.6127 -7.9560 -2.4106
O2 6.5140 6.1076 -0.3360
O3 0.6450 7.1608 -4.1414
O4 -4.0296 5.4127 2.6614
O5 4.5260 -1.9821 4.1481
O6 3.9093 -4.0321 2.4645
O7 -1.4239 6.2815 -3.6674
O8 -1.7565 5.6284 1.1243
O9 -0.0505 8.3454 4.5634
O10 -4.1507 -10.8772 -1.3746
O11 -3.8688 4.4680 0.0265
O12 5.9089 -7.2668 5.2323
O13 4.8763 4.0775 -4.2503
O14 6.4471 -5.2301 6.9558
O15 6.7223 2.0771 -4.1737
O16 1.2916 -9.7131 -1.5737
O17 8.4135 4.1579 -0.3091
O18 -2.2517 -12.5977 -0.4570
O19 -2.2638 8.0607 6.1187
O20 -6.1209 4.0398 0.2079
N1 -5.1996 2.1712 2.4708
N2 -4.8881 1.0917 3.1864
C1 -3.5550 1.3968 0.4771
C2 -2.5961 4.0957 -3.5109
C3 4.8722 -3.2615 4.4621
C4 5.8779 -4.9300 5.9212
C5 -1.0114 -9.0262 -1.9799
C6 6.5347 5.1510 -1.3031
C7 -2.2141 5.3254 -4.4664
C8 0.7283 4.7198 -3.9882
C9 -3.2066 6.7227 4.4318
C10 -4.9392 3.6697 0.4345
C11 -3.1190 6.0751 3.1165
C12 -2.4353 -9.3692 -1.9241
C13 -2.8326 -10.5441 -1.4303
C14 1.8540 4.5595 -4.8745
C15 -1.4031 -3.4410 0.5896
C16 -2.1658 -0.9981 0.8634
C17 7.5993 4.1112 -1.2148
C18 -2.5625 -2.5049 1.2367
C19 -0.9471 7.6509 4.1094
C20 -1.8542 6.2470 2.3347
C21 -0.0330 6.1251 -3.9287
C22 4.8983 -5.7065 3.7961
C23 -0.4260 -11.2093 -0.9957
C24 5.5097 -3.5474 5.5991
C25 -0.4468 -5.3003 -1.0838
C26 5.6370 5.1452 -2.2913
C27 -3.9876 1.3219 -2.1292
C28 -2.9377 1.6762 -0.9611
C29 -4.6181 2.5939 -2.8754
C30 -3.7392 3.1173 -4.1293
C31 4.5091 -4.3280 3.4855
C32 6.7189 3.0502 -3.2206
C33 -2.1957 7.4567 4.8982
C34 -0.8447 6.9878 2.8080
C35 -1.8518 -11.5428 -0.9177
C36 -3.2024 0.1154 1.3498
C37 5.5392 -5.9924 4.9318
C38 0.0167 -3.2815 1.1929
C39 -0.0289 -10.0360 -1.4926
C40 -4.5616 2.3062 1.2349
C41 5.6711 4.1058 -3.3242
C42 -1.6431 -4.4465 -0.5611
C43 -3.9571 0.1518 2.6891
C44 0.9811 -5.1327 -0.4472
C45 1.2521 -4.1308 0.7133
C46 7.6184 3.0577 -2.2349
H1 1.7380 4.5609 -6.0101
H2 -2.4918 2.7396 -1.0493
H3 7.2606 5.8936 0.2572
H4 2.9133 4.4015 -4.4597
H5 0.2764 -11.9497 -0.6368
H6 -5.3454 0.9649 4.1118
H7 1.3166 -8.8177 -1.9640
H8 5.9796 2.2950 -4.7701
H9 2.2865 -4.0107 1.2054
H10 -3.2690 2.2483 -4.7222
H11 -1.6833 3.4242 -3.2707
H12 -4.8051 3.4934 -2.1991
H13 -1.1057 -0.7402 1.1982
H14 -2.1574 -0.9456 -0.2923
H15 4.8607 5.8950 -2.3684
H16 -4.4390 3.7650 -4.7822
H17 -3.1417 5.8756 -4.8416
H18 -2.5230 -2.7351 2.3640
H19 5.7769 -2.7834 6.3170
H20 0.4222 3.8256 -3.3452
H21 -2.7029 -4.5173 -1.0048
H22 1.8617 -5.7502 -0.8340
H23 -1.4128 8.5297 6.2232
H24 -3.1366 -8.6349 -2.2972
H25 -2.0271 0.9724 -1.0913
H26 -4.1186 6.5765 4.9951
H27 6.3521 -7.2105 6.1018
H28 -2.9333 4.5381 -2.4973
H29 -1.6108 4.9182 -5.3475
H30 -4.8640 0.7471 -1.6499
H31 -2.6119 5.1458 0.9753
H32 0.0753 7.1242 2.2554
H33 4.6446 -6.4681 3.0710
H34 -0.6495 -6.0568 -1.9287
H35 4.0778 -2.0393 3.2819
H36 -4.1763 -11.7705 -0.9784
H37 -5.6496 2.2763 -3.2884
H38 -3.5032 0.6350 -2.9105
H39 8.3850 2.2991 -2.1495
H40 0.2401 -2.5541 2.0540
H41 -3.5724 -2.8520 0.8374

---

Entry 4:
ORCA calculation (ωB97M-V/def2-TZVPD) on a molecular structure, C33H38CdN4S in a non-equilibrium geometry.

Charge ... -2
ΔE to the lowest compared entry with this formula, charge and spin ... 279.6 kJ/mol
HOMO-LUMO gap (spin up / spin down) ... 3.38 / 3.11 eV
Spin multiplicity ... 1
E_HOMO (spin up / spin down) ... 1.1 / 1.4 eV

Cartesian coordinates (Å):
Cd1 0.5130 0.6187 -0.0685
S1 -3.4199 -0.8150 2.2813
N1 0.0393 -1.3478 2.1933
N2 -5.2631 -2.5813 2.8902
N3 1.6754 1.3460 1.8571
N4 3.4804 1.1176 0.6349
C1 -5.8352 -1.2110 1.0280
C2 -0.3124 -1.0490 -2.9521
C3 4.1859 0.6115 -0.4678
C4 -0.7491 0.0521 -2.0522
C5 -0.1726 1.3816 -2.0320
C6 -3.3330 1.9182 -0.0898
C7 -0.5025 -2.4783 2.6033
C8 0.3072 1.1212 2.1891
C9 2.4546 2.5023 2.0163
C10 -1.0115 2.1858 -1.1708
C11 4.6794 -1.3901 -1.6807
C12 3.5391 2.3715 1.2376
C13 -0.1124 -0.1694 2.8256
C14 -1.0998 -2.5708 3.8631
C15 5.5295 -1.2930 -4.0350
C16 2.3661 0.4354 1.0554
C17 -0.6496 -0.2417 4.1562
C18 4.2051 2.8952 -1.6027
C19 -6.3914 -3.3361 2.7395
C20 -7.2635 -3.0485 1.7052
C21 -0.7290 3.5685 -0.7084
C22 0.9830 1.8229 -2.8607
C23 -4.9155 -1.5412 2.0430
C24 4.4543 1.4214 -1.5857
C25 5.0429 -0.6113 -2.7917
C26 -2.1556 1.4106 -0.8229
C27 -6.9786 -1.9748 0.8425
C28 3.8204 -1.6271 0.6507
C29 -3.0107 -0.9702 -1.3441
C30 4.9101 0.7786 -2.7434
C31 -1.1343 -1.4398 4.6811
C32 -1.9997 0.1077 -1.3658
C33 4.2279 -0.7913 -0.5124
H1 -3.9906 -0.5584 -1.6221
H2 -0.6806 3.6228 0.3950
H3 -8.1599 -3.6503 1.5760
H4 0.6631 1.9779 -3.9045
H5 5.1663 1.3812 -3.6277
H6 -0.4864 -3.3215 1.9053
H7 -1.5207 4.2547 -1.0451
H8 4.7632 -2.4821 -1.7259
H9 -0.5650 -2.0491 -2.5645
H10 4.4661 -1.4705 1.5239
H11 4.9531 3.4334 -1.0030
H12 -1.5579 -1.4820 5.6855
H13 6.3100 -2.0257 -3.7942
H14 -3.6754 1.1936 0.6654
H15 -4.6079 -2.7836 3.6441
H16 -5.5908 -0.3566 0.4009
H17 1.7871 1.0677 -2.8642
H18 3.9366 -2.6803 0.3728
H19 -7.6604 -1.7398 0.0232
H20 -0.6585 0.6557 4.7559
H21 -2.7498 -1.7635 -2.0523
H22 -1.5176 -3.4997 4.2046
H23 3.2081 3.1771 -1.2330
H24 2.7612 -1.4619 0.9716
H25 -3.1114 -1.4214 -0.3455
H26 0.2332 3.9276 -1.0941
H27 0.7672 -1.0286 -3.1602
H28 -3.0883 2.8562 0.4239
H29 -4.1640 2.1200 -0.7855
H30 -6.5277 -4.1327 3.4652
H31 5.9341 -0.5503 -4.7300
H32 -0.1011 2.0249 2.6779
H33 1.4179 2.7577 -2.4803
H34 4.7062 -1.8262 -4.5308
H35 4.3743 3.0396 1.0908
H36 -0.8429 -0.9161 -3.9090
H37 4.2797 3.2733 -2.6334
H38 2.1551 3.2575 2.7164

---

Entry 5:
ORCA calculation (ωB97M-V/def2-TZVPD) on a molecular structure, C3H7N2 in a non-equilibrium geometry.

Charge ... +1
ΔE to the lowest compared entry with this formula, charge and spin ... 190.6 kJ/mol
HOMO-LUMO gap ... 11.52 eV
Spin multiplicity ... 1
E_HOMO ... -15.1 eV

Cartesian coordinates (Å):
N1 1.7699 0.1230 0.2795
N2 -0.8414 -1.0233 0.0014
C1 0.7026 0.1207 -0.4305
C2 -1.4331 0.2950 0.2463
C3 -0.3858 1.0788 0.0717
H1 -0.9481 -1.7363 0.8470
H2 -1.5110 -1.4598 -0.7860
H3 2.6500 -0.3729 -0.1394
H4 1.8646 0.4078 1.3130
H5 0.7286 -0.1877 -1.5438
H6 -2.4347 0.5601 0.2135
H7 -0.1614 2.1945 -0.0727

---

Entry 6:
ORCA calculation (ωB97M-V/def2-TZVPD) on a molecular structure, C8H6AuF2NO4.

Charge ... +2
ΔE to the lowest compared entry with this formula, charge and spin ... 3.2 kJ/mol
HOMO-LUMO gap ... 8.53 eV
Spin multiplicity ... 1
E_HOMO ... -18.5 eV

Cartesian coordinates (Å):
Au1 0.1694 0.2230 0.4710
F1 -0.1843 -0.4758 3.0670
F2 1.8671 -0.6508 2.3686
O1 -3.8296 0.6778 -0.4455
O2 2.7246 -0.1357 -2.7885
O3 -1.9486 0.4914 0.6025
O4 1.9589 -0.0975 -0.6977
N1 -0.5049 0.2854 -1.5679
C1 -1.7799 0.5416 -1.7954
C2 0.0679 0.4400 -3.8432
C3 -2.2190 0.7682 -3.0903
C4 -2.5462 0.5739 -0.4865
C5 0.4108 0.2388 -2.5165
C6 1.7760 -0.0123 -1.9274
C7 0.7984 0.0957 2.4329
C8 -1.2740 0.7086 -4.1169
H1 -3.2510 0.9995 -3.3219
H2 0.9786 1.1453 2.7017
H3 -4.2784 0.7136 -1.3059
H4 0.8116 0.3987 -4.6274
H5 3.5956 -0.2968 -2.3737
H6 -1.5854 0.8868 -5.1375

---

> Which value of spin multiplicity does entry 3 give?

1